1:
{
  "formula": "C4H7N3O",
  "method": "ωB97M-V/def2-TZVPD",
  "species": ["C", "O", "C", "N", "C", "N", "C", "N", "H", "H", "H", "H", "H", "H", "H"],
  "xyz": [[-2.13728, -0.37662, 0.14530], [-0.94826, -1.22220, -0.05225], [0.13264, -0.63503, -0.06415], [1.33781, -1.33556, -0.26374], [2.40907, -0.39427, 0.13411], [1.91635, 0.80389, 0.11932], [0.52074, 0.62442, -0.06089], [-0.46731, 1.72073, -0.10963], [-1.97822, 0.07093, 1.06769], [-2.27160, 0.40076, -0.64675], [-2.99114, -1.10851, 0.18510], [1.29049, -2.43133, -0.08488], [3.40741, -0.72640, 0.23043], [0.19603, 2.39285, 0.45267], [-0.41672, 2.21634, -1.05234]],
  "nbo_charge": [-0.239, -0.471, 0.413, -0.587, 0.170, -0.450, 0.083, -0.847, 0.193, 0.210, 0.191, 0.406, 0.196, 0.372, 0.358],
  "homo_ev": -7.73,
  "lumo_ev": 0.91,
  "homo_lumo_gap_ev": 8.642,
  "smiles": "COc1[nH]cnc1N",
  "charge": 0
}

2:
{
  "formula": "C4H7N3O",
  "method": "ωB97M-V/def2-TZVPD",
  "species": ["C", "C", "C", "C", "H", "H", "H", "H", "H", "H", "H", "N", "N", "N", "O"],
  "xyz": [[-0.27939, -0.68393, -1.15500], [-1.06837, -0.69270, 0.00804], [-0.33644, 0.10597, 0.95666], [0.84455, 0.48998, 0.28494], [-0.27995, -2.07743, -2.75915], [-1.96838, -1.25812, -2.83740], [-1.78849, -1.41906, 0.38768], [-1.50609, -0.59571, 2.81412], [-1.63193, 0.98686, 2.22882], [2.15519, 1.04890, 1.89388], [1.14025, 0.90326, -1.74565], [-0.91175, -1.07764, -2.44077], [-0.77422, 0.36483, 2.47557], [0.81989, 0.15469, -0.88585], [1.87248, 1.37528, 0.67590]],
  "nbo_charge": [0.239, -0.322, -0.007, 0.385, 0.358, 0.438, 0.221, 0.338, 0.361, 0.492, 0.441, -0.922, -0.822, -0.519, -0.680],
  "homo_ev": -7.34,
  "lumo_ev": 0.41,
  "homo_lumo_gap_ev": 7.756,
  "charge": 0
}

Which structure is the least stable? The one labeled 2.

1:
{
  "formula": "C3H8O2S",
  "method": "ωB97M-V/def2-TZVPD",
  "species": ["C", "O", "C", "C", "S", "H", "H", "H", "H", "H", "H", "H", "H", "O"],
  "xyz": [[-0.14372, -0.31358, -0.25717], [-0.35026, 0.08042, -1.61246], [0.16562, 0.88036, 0.73461], [0.90962, 0.48844, 1.97385], [0.40954, 1.47035, 3.42634], [0.73934, -0.97085, -0.26666], [-0.92924, -0.97211, 0.16475], [0.53760, 1.75255, 0.09976], [-0.88705, 1.14236, 1.05633], [0.61790, -0.53511, 2.36906], [2.02112, 0.40868, 1.67198], [-0.70791, -0.66780, -2.27164], [-0.76557, -1.27202, -3.72658], [-1.61700, -1.49170, -3.36216]],
  "nbo_charge": [-0.033, -0.825, -0.442, -0.538, -0.757, 0.109, 0.136, 0.194, 0.197, 0.186, 0.157, 0.518, 0.386, -1.286],
  "homo_ev": 0.09,
  "lumo_ev": 5.98,
  "homo_lumo_gap_ev": 5.883,
  "charge": -2
}

2:
{
  "formula": "C3H8O2S",
  "method": "ωB97M-V/def2-TZVPD",
  "species": ["C", "O", "C", "C", "S", "H", "H", "H", "H", "H", "H", "H", "H", "O"],
  "xyz": [[-0.03476, 0.93028, -0.56007], [-0.08830, 1.00287, -1.95880], [-0.17478, -0.55699, -0.16302], [-0.12429, -0.87477, 1.32348], [0.13971, -2.58836, 1.88227], [0.89309, 1.38255, -0.17359], [-0.87210, 1.48929, -0.08739], [0.63083, -1.02208, -0.75573], [-1.05484, -0.99506, -0.65283], [-1.09944, -0.51659, 1.67667], [0.56614, -0.20692, 1.84375], [-0.05480, 1.99034, -2.20458], [-0.37577, 4.41918, -1.78972], [0.22377, 3.69367, -2.07936]],
  "nbo_charge": [-0.029, -0.807, -0.425, -0.521, -0.766, 0.144, 0.123, 0.183, 0.181, 0.158, 0.167, 0.535, 0.396, -1.339],
  "homo_ev": 0.17,
  "lumo_ev": 5.99,
  "homo_lumo_gap_ev": 5.819,
  "charge": -2
}

Which structure is the least stable? The one labeled 1.

1:
{
  "formula": "C5H7NO2",
  "method": "ωB97M-V/def2-TZVPD",
  "species": ["C", "C", "C", "C", "C", "O", "N", "O", "H", "H", "H", "H", "H", "H", "H"],
  "xyz": [[0.66234, 0.79812, 0.03737], [1.70642, 0.05658, -1.44417], [-0.19400, -0.27677, 0.22793], [-2.12309, 0.96572, 1.64360], [-0.71550, -1.45101, 0.00861], [2.27268, -1.14724, -1.23359], [-0.86625, 0.88335, 1.67751], [1.97867, 0.73210, -2.40273], [2.97113, -1.26116, -1.91212], [1.44740, 0.93859, 0.77466], [0.25395, 1.66699, -0.46990], [-2.74644, 0.44917, 0.88540], [-2.66939, 1.49967, 2.44058], [-1.65085, -1.71561, 0.49818], [-0.32706, -2.13850, -0.73130]],
  "nbo_charge": [-0.448, 0.751, 0.221, -0.109, -0.467, -0.711, -0.435, -0.613, 0.495, 0.264, 0.260, 0.145, 0.175, 0.232, 0.241],
  "homo_ev": -8.46,
  "lumo_ev": 0.63,
  "homo_lumo_gap_ev": 9.096,
  "charge": 0
}

2:
{
  "formula": "C5H7NO2",
  "method": "ωB97M-V/def2-TZVPD",
  "species": ["H", "N", "C", "C", "C", "C", "C", "O", "O", "H", "H", "H", "H", "H", "H"],
  "xyz": [[-3.40453, 0.91996, 0.34273], [-2.40563, 0.73156, 0.40611], [-1.95824, -0.10509, -0.40965], [-0.46169, -0.48563, -0.59917], [0.51371, 0.18895, 0.28664], [0.32177, 1.10504, 1.22412], [1.95071, -0.39609, 0.12774], [2.86356, -0.28705, 0.90950], [2.17520, -0.94604, -1.08593], [-2.58514, -0.64121, -1.14177], [-0.21994, -0.27517, -1.64590], [-0.40061, -1.57136, -0.47316], [1.16176, 1.46832, 1.79442], [-0.65984, 1.49374, 1.42969], [3.10891, -1.19991, -1.16536]],
  "nbo_charge": [0.352, -0.641, 0.172, -0.503, -0.136, -0.308, 0.771, -0.594, -0.701, 0.144, 0.246, 0.237, 0.215, 0.244, 0.502],
  "homo_ev": -9.78,
  "lumo_ev": 0.72,
  "homo_lumo_gap_ev": 10.494,
  "smiles": "[H]/N=C/CC(=C)C(=O)O",
  "charge": 0
}

3:
{
  "formula": "C5H7NO2",
  "method": "ωB97M-V/def2-TZVPD",
  "species": ["C", "N", "C", "C", "O", "C", "C", "O", "H", "H", "H", "H", "H", "H", "H"],
  "xyz": [[-1.26908, 0.44823, 0.90417], [0.25726, 0.85965, 1.04741], [0.89765, 0.76195, -0.20279], [0.00340, 0.59069, -1.55028], [-1.01390, 1.21148, -1.62540], [1.13274, -0.22811, 0.81475], [0.47364, -1.54446, 0.71750], [-0.12678, -1.98514, -0.19613], [-1.37747, -0.27771, 0.14080], [-1.63495, 1.41530, 0.50322], [-1.82335, 0.06798, 1.81563], [1.62547, 1.59249, -0.26585], [0.07631, -0.44527, -2.28785], [1.99282, -0.10570, 1.56291], [1.03572, -2.24520, 1.67144]],
  "nbo_charge": [-0.466, -0.337, -0.176, 0.423, -0.510, -0.227, 0.466, -0.512, 0.197, 0.236, 0.212, 0.232, 0.151, 0.228, 0.083],
  "homo_ev": -9.69,
  "lumo_ev": 0.39,
  "homo_lumo_gap_ev": 10.075,
  "smiles": "CN1[C@H](C=O)[C@@H]1C=O",
  "charge": 0
}

Which structure is the least stable? The one labeled 1.

1:
{
  "formula": "C5H7NO2",
  "method": "ωB97M-V/def2-TZVPD",
  "species": ["C", "C", "C", "C", "C", "O", "N", "O", "H", "H", "H", "H", "H", "H", "H"],
  "xyz": [[1.52891, 1.92230, -0.78469], [0.73275, 0.94935, -0.01199], [-0.85090, 0.43565, -0.41903], [-0.78890, -1.86678, 0.49501], [-0.85915, -0.53457, 0.80385], [-0.81109, -2.80899, 1.44391], [0.93778, 0.21882, 0.95467], [-0.93145, -0.07393, -1.58137], [-0.69527, -3.68590, 1.05703], [-1.45433, 1.34167, -0.18174], [-0.64200, -2.16201, -0.54020], [-1.28729, -0.23823, 1.75468], [2.57585, 1.93747, -0.47757], [1.45171, 1.64624, -1.84021], [1.09336, 2.91891, -0.67234]],
  "nbo_charge": [-0.670, 0.203, 0.191, 0.223, -0.292, -0.638, -0.210, -0.633, 0.491, 0.157, 0.202, 0.239, 0.235, 0.258, 0.244],
  "homo_ev": [-8.07, -8.00],
  "lumo_ev": [-0.91, -1.05],
  "homo_lumo_gap_ev": [7.162, 6.950],
  "charge": 0
}

2:
{
  "formula": "C5H7NO2",
  "method": "ωB97M-V/def2-TZVPD",
  "species": ["O", "C", "N", "C", "C", "O", "C", "C", "H", "H", "H", "H", "H", "H", "H"],
  "xyz": [[0.53648, -1.82780, -1.71708], [0.39571, -0.62651, -1.64121], [1.12154, 0.19953, -0.73246], [0.99647, -0.14546, 0.68795], [-0.35142, -1.03052, 0.87767], [-1.35220, -0.30044, 0.23257], [-0.95362, 1.04549, 0.23039], [0.48063, 1.15694, 0.06785], [-0.07529, -0.13289, -2.61895], [1.87303, -0.36481, 1.36960], [-0.43328, -2.02602, 0.64416], [-0.41634, -1.19065, 2.00659], [-1.27283, 1.53254, 1.14998], [-1.47602, 1.56638, -0.64911], [0.92713, 2.14420, 0.09205]],
  "nbo_charge": [-0.566, 0.523, -0.436, -0.091, -0.094, -0.500, -0.091, -0.098, 0.133, 0.235, 0.216, 0.160, 0.187, 0.192, 0.229],
  "homo_ev": -9.82,
  "lumo_ev": 0.87,
  "homo_lumo_gap_ev": 10.687,
  "smiles": "O=CN1[C@@H]2COC[C@@H]21",
  "charge": 0
}

Which structure is the least stable? The one labeled 1.